Computed, not measured: an isolated ion of composition C3H11BNO and charge -1, with ωB97M-V/def2-TZVPD.

Its charge is -1. For the HOMO energy, the calculation gives -0.117 Ha. Its LUMO energy is 4.06 eV.

Each line ends with the Löwdin charge.
Atoms and positions in Å:
C: -0.78 0.51 2.06  -0.123
C: -0.50 -0.85 1.12  -0.282
O: -1.20 -0.88 -0.14  -0.247
C: -0.69 -0.18 -1.27  -0.267
B: 0.66 0.70 -1.19  -0.716
N: 1.97 -0.07 -1.22  -0.056
H: -0.06 0.47 3.00  0.073
H: -1.92 0.47 2.41  0.065
H: -0.64 1.49 1.43  0.058
H: 0.65 -1.15 1.11  0.115
H: -0.99 -1.72 1.78  0.112
H: -0.54 -0.97 -2.16  0.102
H: -1.56 0.54 -1.67  0.096
H: 0.73 1.46 -0.26  0.019
H: 0.68 1.41 -2.16  0.029
H: 2.26 -0.31 -2.20  0.016
H: 1.95 -0.92 -0.63  0.005

Computed, not measured: C3H11CuO7S as an isolated structure, with ωB97M-V/def2-TZVPD.

Its charge is -2. For the HOMO energy, the calculation gives 0.007 Ha. Its LUMO energy is 5.06 eV.

Each line ends with the Löwdin charge.
Atoms and positions in Å:
Cu: -0.53 0.23 -1.27  0.381
S: 0.67 -2.07 -2.76  0.103
O: 0.13 -3.10 -1.87  -0.449
O: 1.73 -1.33 -2.03  -0.443
O: 1.17 -2.68 -3.98  -0.451
O: -0.39 -1.10 -3.08  -0.450
C: 0.70 -0.37 3.14  -0.114
C: 0.13 0.06 1.77  -0.646
C: 0.02 1.66 1.71  -0.108
O: 0.92 -0.38 0.72  -0.261
H: 0.44 -1.42 3.33  0.054
H: 0.22 0.21 3.93  0.037
H: 1.76 -0.21 3.30  0.057
H: -0.90 -0.29 1.77  0.081
H: 1.04 2.04 1.76  0.051
H: -0.59 2.26 2.38  0.029
H: -0.36 2.07 0.77  0.031
O: -2.94 -0.04 -0.88  -0.041
H: -3.85 0.09 -0.62  0.032
H: -2.67 -0.84 -0.42  0.051
O: 0.73 1.75 -2.41  -0.046
H: 1.02 1.37 -3.24  0.051
H: 1.53 2.09 -2.01  0.052

Computed, not measured: a 2-piece molecular cluster, C3H11N2 overall, with ωB97M-V/def2-TZVPD.

For the HOMO energy (alpha / beta), the calculation gives -0.189 / -0.340 Ha. Its LUMO energy (alpha / beta) is 1.19 / 1.15 eV. Its multiplicity is 2.

Each line ends with the Löwdin spin population.
Atoms and positions in Å:
C: -0.39 0.10 1.96  0.001
C: 0.39 -1.22 2.15  0.001
H: -1.45 -0.08 1.80  0.000
H: -0.19 0.75 2.80  0.000
H: 0.12 0.64 1.15  0.003
H: 0.26 -1.86 1.28  0.001
H: -0.08 -1.82 2.93  0.000
H: 1.45 -1.09 2.35  0.000
N: 0.20 -0.44 -1.36  0.179
C: -0.40 0.76 -1.77  0.557
N: -0.11 1.25 -3.05  0.178
H: 0.74 -0.98 -2.02  0.009
H: 0.40 -0.52 -0.38  0.010
H: -1.21 1.17 -1.19  0.041
H: -0.60 2.09 -3.30  0.002
H: 0.86 1.24 -3.33  0.019

Computed, not measured: a 2-piece molecular cluster, C3H11N2 overall, with ωB97M-V/def2-TZVPD.

Its charge is +1. For the HOMO energy, the calculation gives -0.520 Ha. Its LUMO energy is -3.40 eV.

Each line ends with the Löwdin charge.
Atoms and positions in Å:
C: 1.98 0.31 -0.66  0.019
N: 1.45 -0.80 0.32  0.133
H: 2.36 -0.23 -1.55  0.114
H: 1.25 1.08 -0.88  0.068
H: 2.82 0.71 -0.10  0.089
H: 2.00 -1.63 0.08  0.155
H: 0.44 -0.96 0.11  0.097
H: 1.74 -0.59 1.27  0.158
C: -1.74 -0.47 0.86  -0.130
C: -1.72 1.16 -0.81  0.004
N: -1.11 0.19 -0.27  -0.145
H: -2.46 -1.24 0.66  0.086
H: -2.22 0.32 1.50  0.102
H: -0.94 -0.92 1.51  0.070
H: -1.20 1.58 -1.69  0.090
H: -2.64 1.48 -0.34  0.090

Computed, not measured: a 2-piece molecular cluster, C3H11N2 overall, with ωB97M-V/def2-TZVPD.

Its charge is +1. For the HOMO energy, the calculation gives -0.542 Ha. Its LUMO energy is -4.07 eV.

Each line ends with the Löwdin charge.
Atoms and positions in Å:
C: 0.27 -2.03 0.27  -0.009
C: -0.33 1.66 1.09  -0.041
C: -0.33 -0.68 0.38  -0.109
N: 0.12 0.53 -1.84  0.014
N: 0.13 0.30 1.09  0.012
H: 1.29 -1.93 0.22  0.065
H: -0.20 -2.79 -0.35  0.110
H: 0.14 -2.45 1.33  0.142
H: -0.05 2.36 1.91  0.120
H: 0.17 2.13 0.19  0.107
H: -1.39 1.69 1.00  0.089
H: -1.20 -0.54 -0.18  0.115
H: 0.89 1.03 -2.25  0.031
H: -0.68 0.99 -2.29  0.058
H: 1.01 0.27 1.61  0.187
H: 0.16 -0.52 -2.19  0.108

Computed, not measured: a 2-piece molecular cluster, C3H11N2 overall, with ωB97M-V/def2-TZVPD.

Its charge is +1. For the HOMO energy, the calculation gives -0.544 Ha. Its LUMO energy is -4.29 eV.

Each line ends with the Löwdin charge.
Atoms and positions in Å:
C: 0.02 -0.16 -2.30  -0.197
C: 1.52 -0.24 -2.17  -0.163
H: -0.59 0.45 -1.50  0.063
H: -0.21 0.49 -3.11  0.051
H: -0.45 -1.27 -2.24  0.121
H: 2.07 0.27 -2.98  0.093
H: 1.62 -1.34 -2.40  0.099
H: 1.88 -0.05 -1.24  -0.008
N: -1.37 -0.12 2.39  0.235
C: -0.69 -0.10 1.30  -0.126
N: 0.44 0.62 1.08  0.207
H: -1.10 0.49 3.06  0.098
H: -2.09 -0.74 2.70  0.160
H: -1.12 -0.75 0.59  0.138
H: 1.02 0.43 0.29  0.077
H: 0.44 1.51 1.58  0.152

Computed, not measured: a 2-piece molecular cluster, C3H11N2 overall, with ωB97M-V/def2-TZVPD.

Its charge is +1. For the HOMO energy, the calculation gives -0.547 Ha. Its LUMO energy is -3.91 eV.

Each line ends with the Löwdin charge.
Atoms and positions in Å:
C: 2.05 1.21 -1.28  -0.174
C: 2.27 -0.29 -1.38  -0.177
H: 2.96 1.74 -1.56  0.072
H: 1.25 1.54 -1.94  0.059
H: 1.78 1.49 -0.26  0.054
H: 2.97 -0.63 -0.62  0.066
H: 2.68 -0.57 -2.35  0.069
H: 1.35 -0.86 -1.24  0.035
N: -0.85 -0.92 1.68  0.205
C: -1.66 0.00 1.21  -0.171
N: -2.13 0.03 0.00  0.205
H: -0.58 -1.71 1.12  0.147
H: -0.40 -0.83 2.58  0.146
H: -1.92 0.82 1.86  0.171
H: -2.78 0.77 -0.22  0.145
H: -1.96 -0.60 -0.78  0.149

Computed, not measured: a 2-piece molecular cluster, C3H11N2 overall, with ωB97M-V/def2-TZVPD.

Its charge is +1. For the HOMO energy, the calculation gives -0.555 Ha. Its LUMO energy is -3.06 eV.

Each line ends with the Löwdin charge.
Atoms and positions in Å:
C: 2.48 0.11 1.22  -0.056
N: 2.09 0.98 0.39  0.011
H: 1.77 -0.59 1.66  0.071
H: 3.51 0.04 1.57  0.085
H: 2.87 1.59 0.17  0.073
H: 0.32 0.94 -0.09  0.087
C: -1.48 -1.44 -0.50  -0.065
C: -1.58 0.02 -0.09  -0.204
N: -0.51 0.86 -0.74  0.162
H: -0.57 -1.89 -0.12  0.082
H: -2.30 -1.97 -0.04  0.090
H: -1.54 -1.53 -1.59  0.088
H: -2.53 0.49 -0.28  0.121
H: -1.47 0.10 0.99  0.128
H: -0.18 0.47 -1.63  0.161
H: -0.87 1.80 -0.92  0.165

Computed, not measured: an isolated ion of composition C3H11N2 and charge +1, with ωB97M-V/def2-TZVPD.

Its charge is +1. For the HOMO energy, the calculation gives -0.500 Ha. Its LUMO energy is -3.70 eV. Its SMILES is C[C@@H]([NH3+])CN.

Each line ends with the Löwdin charge.
Atoms and positions in Å:
C: -1.43 0.16 -0.58  -0.022
C: -0.08 0.43 0.06  -0.333
N: -0.34 0.71 1.56  0.217
C: 0.97 -0.64 -0.07  -0.261
N: 1.45 -0.58 -1.44  0.025
H: -2.06 -0.43 0.11  0.095
H: -1.37 -0.36 -1.53  0.095
H: -1.95 1.12 -0.72  0.098
H: 0.39 1.35 -0.27  0.150
H: 0.54 0.94 2.02  0.165
H: -0.70 -0.11 2.03  0.171
H: -0.93 1.55 1.66  0.178
H: 1.81 -0.43 0.60  0.124
H: 0.62 -1.65 0.20  0.132
H: 0.77 -0.96 -2.09  0.077
H: 2.31 -1.10 -1.53  0.088

Computed, not measured: a 2-piece molecular cluster, C3H11N2 overall, with ωB97M-V/def2-TZVPD.

Its charge is +1. For the HOMO energy, the calculation gives -0.486 Ha. Its LUMO energy is -3.25 eV.

Each line ends with the Löwdin charge.
Atoms and positions in Å:
C: -0.84 -1.42 -2.65  -0.116
N: -0.59 -0.17 -2.57  -0.005
H: -1.55 -1.63 -3.45  0.068
H: -0.48 -2.27 -2.09  0.058
H: 0.94 0.30 -0.03  0.157
H: -0.72 0.29 -3.47  0.048
C: -0.26 -0.61 1.34  0.000
N: 0.89 0.27 0.99  -0.055
C: 0.71 1.67 1.54  0.018
H: -1.06 -0.11 0.74  0.107
H: -0.44 -0.43 2.39  0.106
H: -0.25 -1.60 0.89  0.108
H: 1.78 -0.17 1.26  0.180
H: 1.41 2.43 1.24  0.106
H: -0.32 1.90 1.25  0.108
H: 0.77 1.56 2.63  0.111